Computed, not measured: a cluster of 9 separate species, C36H68O13 in total, with wB97M-V/def2-TZVPD.

CARTESIAN COORDINATES (ANGSTROEM)
C (-0.4962, -17.6070, -3.0434)
C (-1.2252, -18.0753, -1.8623)
C (-1.0246, -16.8891, -0.8612)
O (-0.2479, -15.9012, -1.7132)
C (0.4968, -16.5413, -2.6541)
H (-1.1350, -17.0445, -3.7242)
H (0.0772, -18.4174, -3.4935)
H (-0.7380, -18.9811, -1.5014)
H (-2.2827, -18.2769, -2.0328)
H (-0.3303, -17.1535, -0.0636)
H (-2.0483, -16.6317, -0.5895)
H (1.4661, -16.8587, -2.2696)
H (0.7722, -15.8688, -3.4666)
C (1.0068, -12.2949, 5.2704)
C (2.5102, -12.5145, 5.3355)
C (3.2135, -11.1754, 5.4486)
O (2.1053, -10.3298, 4.9572)
C (0.7270, -10.8501, 5.1901)
H (0.4252, -12.7198, 6.0885)
H (0.7412, -12.7452, 4.3140)
H (2.7609, -12.9590, 4.3723)
H (2.8271, -13.2761, 6.0480)
H (4.0570, -10.8704, 4.8291)
H (3.2915, -10.8995, 6.5002)
H (0.2191, -10.4202, 4.3268)
H (0.1842, -10.5154, 6.0741)
C (5.6558, -15.1385, 9.5298)
C (6.5891, -14.8039, 8.3275)
C (5.5178, -14.5581, 7.2972)
O (4.1899, -14.7863, 7.7420)
C (4.2469, -14.5754, 9.1227)
H (6.1087, -14.6955, 10.4168)
H (5.5156, -16.1938, 9.7640)
H (7.2603, -15.6206, 8.0617)
H (7.1896, -13.9007, 8.4358)
H (5.6586, -14.9528, 6.2910)
H (5.5342, -13.5110, 6.9952)
H (3.5183, -14.9884, 9.8203)
H (4.0975, -13.5339, 9.4076)
C (3.3492, -17.3947, 1.3180)
C (4.4286, -17.1122, 2.4076)
C (3.8325, -16.0222, 3.2809)
O (2.4417, -16.1144, 3.1268)
C (2.1519, -16.5660, 1.8058)
H (3.3166, -18.4332, 0.9887)
H (3.7039, -17.0252, 0.3559)
H (5.2979, -16.6272, 1.9635)
H (4.6730, -17.9209, 3.0964)
H (4.0800, -15.0736, 2.8045)
H (4.2267, -15.9737, 4.2960)
H (1.9428, -15.6085, 1.3288)
H (1.2100, -17.1142, 1.8280)
C (3.4552, -12.4984, 1.1676)
C (3.4916, -13.1521, -0.2088)
C (4.6042, -12.4459, -1.0191)
O (4.7834, -11.2042, -0.3331)
C (4.4915, -11.3910, 1.0770)
H (3.6270, -13.2418, 1.9460)
H (2.5388, -11.9481, 1.3809)
H (2.5135, -12.9348, -0.6380)
H (3.6032, -14.2351, -0.1564)
H (4.4293, -12.2520, -2.0773)
H (5.5382, -13.0079, -1.0208)
H (4.1041, -10.4671, 1.5064)
H (5.3335, -11.6040, 1.7356)
C (8.4259, -18.7475, 3.0090)
C (9.9016, -18.4353, 3.1546)
C (9.9563, -16.8938, 3.1375)
O (8.8268, -16.5903, 3.8392)
C (7.7700, -17.4453, 3.4876)
H (8.3124, -19.6246, 3.6461)
H (8.0427, -18.9473, 2.0083)
H (10.6208, -18.9361, 2.5064)
H (10.3212, -18.7805, 4.0995)
H (9.8627, -16.5340, 2.1129)
H (10.7961, -16.4530, 3.6747)
H (7.2401, -16.8886, 2.7147)
H (7.2046, -17.5331, 4.4154)
C (-0.3400, -17.3220, 4.7999)
C (-0.7948, -16.2518, 5.7345)
C (-1.7150, -15.3840, 4.8433)
O (-2.2983, -16.3250, 4.0560)
C (-1.3499, -17.2711, 3.7039)
H (-0.5330, -18.3259, 5.1782)
H (0.7043, -17.3742, 4.4921)
H (-0.0019, -15.5791, 6.0616)
H (-1.2942, -16.7093, 6.5885)
H (-1.2893, -14.6719, 4.1363)
H (-2.5227, -14.9210, 5.4102)
H (-0.7680, -16.9398, 2.8438)
H (-1.8578, -18.2121, 3.4926)
C (5.5600, -18.7215, 7.4865)
C (4.0128, -18.6624, 7.7013)
C (3.2957, -17.4539, 7.4204)
O (2.0610, -17.9727, 6.9355)
C (2.1269, -19.2167, 6.6463)
O (1.1994, -19.8929, 6.3237)
O (3.3143, -19.5910, 6.8511)
H (6.0169, -18.0322, 8.1965)
H (6.0572, -18.5435, 6.5330)
H (6.0000, -19.6625, 7.8167)
H (3.6625, -18.9050, 8.7046)
H (3.8583, -16.9194, 6.6549)
H (3.0447, -16.6741, 8.1395)
C (4.4912, -17.9774, -5.3782)
C (4.0958, -17.0094, -4.2862)
C (4.6798, -17.2512, -2.8163)
O (4.9727, -15.9406, -2.4849)
C (5.3028, -15.2810, -3.5954)
O (5.9106, -14.2518, -3.6356)
O (4.6803, -15.8725, -4.6397)
H (5.5342, -17.8620, -5.6732)
H (3.8954, -17.7360, -6.2584)
H (4.2975, -19.0197, -5.1251)
H (3.0087, -17.0371, -4.3602)
H (5.4950, -17.9722, -2.7567)
H (4.0849, -17.6972, -2.0192)

Its structure (SMILES) is C[C@H]1COC(=O)O1.C[C@H]1COC(=O)O1.C1CCOC1.C1CCOC1.C1CCOC1.C1CCOC1.C1CCOC1.C1CCOC1.C1CCOC1. As for the orbital gap: 9.2 eV. The LUMO energy is 0.009 Eh. As for the electronic energy: -65043.5614 eV. The calculation puts the energy above the lowest of the compared OMol25 structures with the same formula, charge and spin at 117.3 kcal/mol. As for the multiplicity: 1. The HOMO energy is -9.0 eV.

Löwdin atomic charge list, values in e, 6 entries: number 1, C, carries -0.2060; number 2, C, carries -0.1746; number 3, C, carries -0.0766; number 4, O, carries -0.1496; number 5, C, carries -0.2793; number 6, H, carries 0.1247